Record 1
ORCA calculation (ωB97M-V/def2-TZVPD) on one molecule with the formula C4H5NO2.

The value obtained for the HOMO energy is -10.15 eV. For the calculated total energy, the calculation gives -360.58996 a.u. Its molar mass is 99.1 Da. For the energy relative to the best compared isomer or geometry (same formula, charge and spin), the calculation gives 49.9 kcal/mol.

```
! wB97M-V def2-TZVPD RIJCOSX def2/J DEFGRID3
* xyz 0 1
O -1.29 -1.59 -1.71
C -0.56 -0.71 -1.31
C -0.92 0.09 -0.09
C -0.34 -0.35 1.20
N 0.06 0.92 0.62
C 1.37 0.98 0.10
O 2.17 0.08 0.12
H 0.39 -0.48 -1.83
H -1.94 0.48 -0.10
H 0.40 -1.14 1.19
H -0.95 -0.26 2.10
H 1.61 1.98 -0.29
*
```

Record 2
ORCA calculation (ωB97M-V/def2-TZVPD) on one molecule with the formula C4H5NO2.

The value obtained for the HOMO energy is -8.22 eV. For the calculated total energy, the calculation gives -360.49174 a.u. Its molar mass is 99.1 Da. For the energy relative to the best compared isomer or geometry (same formula, charge and spin), the calculation gives 111.5 kcal/mol.

```
! wB97M-V def2-TZVPD RIJCOSX def2/J DEFGRID3
* xyz 0 1
C 1.12 1.29 -1.09
O 1.36 0.37 -0.03
C 0.32 -0.28 0.48
C 0.27 -0.98 1.69
C -1.02 -1.39 1.62
O -1.76 -1.02 0.50
N -0.88 -0.25 -0.20
H 0.81 0.78 -2.01
H 0.37 2.02 -0.80
H 2.08 1.78 -1.27
H -1.66 -1.94 2.30
H -1.00 -0.38 -1.20
*
```

Record 3
ORCA calculation (ωB97M-V/def2-TZVPD) on one molecule with the formula C4H5NO2.

The value obtained for the HOMO energy is -8.76 eV. For the calculated total energy, the calculation gives -360.63733 a.u. Its molar mass is 99.1 Da. For the energy relative to the best compared isomer or geometry (same formula, charge and spin), the calculation gives 20.1 kcal/mol.

```
! wB97M-V def2-TZVPD RIJCOSX def2/J DEFGRID3
* xyz 0 1
C -1.67 -0.54 0.07
C -0.20 -0.33 0.15
O 0.72 -1.36 0.00
C 1.88 -0.73 -0.24
N 1.82 0.56 -0.26
C 0.49 0.82 -0.01
O -0.04 2.06 -0.01
H -1.93 -1.56 -0.21
H -2.24 -0.28 0.97
H -2.01 0.14 -0.71
H 2.76 -1.33 -0.43
H 0.42 2.56 0.68
*
```

Record 4
ORCA calculation (ωB97M-V/def2-TZVPD) on one molecule with the formula C4H5NO2.

The value obtained for the HOMO energy is -9.47 eV. For the calculated total energy, the calculation gives -360.49700 a.u. Its molar mass is 99.1 Da. For the energy relative to the best compared isomer or geometry (same formula, charge and spin), the calculation gives 108.2 kcal/mol.

```
! wB97M-V def2-TZVPD RIJCOSX def2/J DEFGRID3
* xyz 0 1
O 2.96 -0.24 -0.22
C 1.87 0.04 -0.66
C 0.66 0.19 0.23
C -0.16 1.43 0.10
N -0.60 -0.25 -0.41
C -1.61 -0.85 0.36
O -2.73 -1.01 -0.03
H 1.70 0.24 -1.73
H 0.80 -0.29 1.19
H -0.89 0.38 -1.18
H -0.77 1.52 1.01
H -1.24 -1.17 1.35
*
```

Record 5
ORCA calculation (ωB97M-V/def2-TZVPD) on C4H5NO2 as an isolated structure.

The value obtained for the HOMO energy (spin up / spin down) is -7.25 / -7.20 eV. For the calculated total energy, the calculation gives -360.44037 a.u. Its molar mass is 99.1 Da. For the energy relative to the best compared isomer or geometry (same formula, charge and spin), the calculation gives 143.7 kcal/mol.

```
! wB97M-V def2-TZVPD RIJCOSX def2/J DEFGRID3
* xyz 0 1
C -1.71 -0.69 0.00
C -0.72 -1.67 0.01
C 0.65 0.08 0.00
C 1.74 1.03 0.01
N -1.27 0.53 0.00
O -1.68 1.69 0.00
O 0.53 -1.20 0.01
H -2.76 -0.93 -0.01
H -0.83 -2.73 -0.03
H 2.22 1.08 0.99
H 2.50 0.79 -0.74
H 1.33 2.02 -0.22
*
```

Record 6
ORCA calculation (ωB97M-V/def2-TZVPD) on one molecule with the formula C4H5NO2.

The value obtained for the HOMO energy is -8.56 eV. For the calculated total energy, the calculation gives -360.64005 a.u. Its molar mass is 99.1 Da. For the energy relative to the best compared isomer or geometry (same formula, charge and spin), the calculation gives 18.4 kcal/mol.

```
! wB97M-V def2-TZVPD RIJCOSX def2/J DEFGRID3
* xyz 0 1
C -1.73 -0.65 0.13
C -0.33 -0.16 -0.07
O 0.58 -1.22 -0.20
C 1.78 -0.68 -0.05
N 1.78 0.60 0.12
C 0.44 0.95 0.08
O 0.15 2.26 0.14
H -1.85 -1.57 -0.46
H -1.89 -0.92 1.18
H -2.52 0.05 -0.16
H 2.65 -1.31 -0.08
H 1.03 2.69 0.14
*
```

Record 7
ORCA calculation (ωB97M-V/def2-TZVPD) on a 2-piece molecular cluster, C4H5NO2 overall.

The value obtained for the HOMO energy is -8.48 eV. For the calculated total energy, the calculation gives -360.39364 a.u. Its molar mass is 99.1 Da. For the energy relative to the best compared isomer or geometry (same formula, charge and spin), the calculation gives 173.1 kcal/mol.

```
! wB97M-V def2-TZVPD RIJCOSX def2/J DEFGRID3
* xyz 0 1
C 1.70 -0.64 0.12
C 1.51 0.73 -0.22
C 0.46 -1.24 0.04
C 0.16 0.90 -0.50
N -0.37 -0.31 -0.44
O -2.90 0.62 0.33
O -2.46 -0.57 -0.09
H 2.62 -1.11 0.37
H 2.27 1.48 -0.32
H 0.16 -2.25 0.23
H -0.38 1.76 -0.83
H -2.76 0.65 1.30
*
```

Record 8
ORCA calculation (ωB97M-V/def2-TZVPD) on one molecule with the formula C4H5NO2.

The value obtained for the HOMO energy (spin up / spin down) is -7.16 / -7.15 eV. For the calculated total energy, the calculation gives -360.56289 a.u. Its molar mass is 99.1 Da. For the energy relative to the best compared isomer or geometry (same formula, charge and spin), the calculation gives 66.8 kcal/mol.

```
! wB97M-V def2-TZVPD RIJCOSX def2/J DEFGRID3
* xyz 0 1
O -0.74 2.79 0.44
C -0.20 1.74 0.24
C -0.87 0.40 0.07
C -0.02 -1.81 -0.25
N 0.23 -0.51 -0.20
C 1.37 0.20 -0.19
O 1.12 1.55 0.12
H -1.33 0.06 1.01
H -1.62 0.38 -0.72
H -1.03 -2.12 -0.48
H 0.79 -2.51 -0.10
H 2.32 -0.21 0.11
*
```

Record 9
ORCA calculation (ωB97M-V/def2-TZVPD) on one molecule with the formula C4H5NO2.

The value obtained for the HOMO energy is -7.47 eV. For the calculated total energy, the calculation gives -360.49978 a.u. Its molar mass is 99.1 Da. For the energy relative to the best compared isomer or geometry (same formula, charge and spin), the calculation gives 106.5 kcal/mol.

```
! wB97M-V def2-TZVPD RIJCOSX def2/J DEFGRID3
* xyz 0 1
O 0.23 1.61 -1.56
C -0.40 0.67 -1.90
C -0.63 0.60 1.05
C 0.18 -0.29 1.93
N 0.16 -0.37 0.51
C 0.43 -1.06 -0.53
O -0.12 -0.66 -1.70
H -1.28 0.69 -2.54
H -0.35 1.64 0.90
H -0.30 -1.13 2.44
H 1.13 0.01 2.33
H 0.93 -2.02 -0.53
*
```

Record 10
ORCA calculation (ωB97M-V/def2-TZVPD) on C4H5NO2 as an isolated structure.

The value obtained for the HOMO energy is -9.18 eV. For the calculated total energy, the calculation gives -360.51947 a.u. Its molar mass is 99.1 Da. For the energy relative to the best compared isomer or geometry (same formula, charge and spin), the calculation gives 94.1 kcal/mol.

```
! wB97M-V def2-TZVPD RIJCOSX def2/J DEFGRID3
* xyz 0 1
C -0.31 -0.03 -0.54
C -1.52 0.54 0.12
C 0.99 0.68 -0.36
O 0.43 -1.30 0.51
C 1.85 -0.35 0.35
O 1.26 1.81 -0.63
N 2.95 -0.64 0.67
H 0.24 -2.26 0.57
H -0.42 -0.53 -1.50
H -1.33 0.81 1.15
H -2.35 -0.17 0.08
H -1.79 1.45 -0.43
*
```

Record 11
ORCA calculation (ωB97M-V/def2-TZVPD) on one molecule with the formula C4H5NO2.

The value obtained for the HOMO energy is -8.93 eV. For the calculated total energy, the calculation gives -360.55547 a.u. Its molar mass is 99.1 Da. For the energy relative to the best compared isomer or geometry (same formula, charge and spin), the calculation gives 71.5 kcal/mol.

```
! wB97M-V def2-TZVPD RIJCOSX def2/J DEFGRID3
* xyz 0 1
O -2.29 -2.37 0.29
C -0.75 -0.91 -0.82
N -0.47 0.01 0.06
C 0.19 1.25 -0.30
C 1.55 1.29 0.38
O 1.85 0.54 1.27
C -1.21 -2.17 -0.22
H -0.55 -0.14 1.06
H -0.39 2.13 0.03
H 0.28 1.29 -1.39
H 2.26 2.06 0.01
H -0.47 -2.99 -0.37
*
```

Record 12
ORCA calculation (ωB97M-V/def2-TZVPD) on one molecule with the formula C4H5NO2.

The value obtained for the HOMO energy is -8.40 eV. For the calculated total energy, the calculation gives -360.62359 a.u. Its molar mass is 99.1 Da. For the energy relative to the best compared isomer or geometry (same formula, charge and spin), the calculation gives 28.8 kcal/mol.

```
! wB97M-V def2-TZVPD RIJCOSX def2/J DEFGRID3
* xyz 0 1
C -1.49 -0.35 -0.72
C -0.13 0.12 -0.32
C 0.22 1.36 0.06
O 1.39 1.39 0.72
C 1.76 -0.21 1.03
O 2.79 -0.61 1.50
N 0.87 -0.77 0.10
H -1.53 -0.75 -1.74
H -1.86 -1.12 -0.04
H -2.18 0.50 -0.66
H -0.47 2.20 0.02
H 0.63 -1.75 0.06
*
```

Record 13
ORCA calculation (ωB97M-V/def2-TZVPD) on one molecule with the formula C4H5NO2.

The value obtained for the HOMO energy is -10.04 eV. For the calculated total energy, the calculation gives -360.52735 a.u. Its molar mass is 99.1 Da. For the energy relative to the best compared isomer or geometry (same formula, charge and spin), the calculation gives 89.1 kcal/mol.

```
! wB97M-V def2-TZVPD RIJCOSX def2/J DEFGRID3
* xyz 0 1
O -0.94 -0.63 -2.27
C -0.51 -0.28 -1.19
N -1.21 0.27 -0.16
C -0.40 0.68 0.98
C 1.02 0.27 0.61
O 1.00 -1.39 0.25
C 0.94 -0.36 -0.71
H -2.22 0.30 -0.17
H -0.73 0.23 1.92
H -0.43 1.78 1.12
H 1.73 -0.63 1.05
H 1.73 -0.33 -1.46
*
```

Record 14
ORCA calculation (ωB97M-V/def2-TZVPD) on one molecule with the formula C4H5NO2.

The value obtained for the HOMO energy is -9.20 eV. For the calculated total energy, the calculation gives -360.56591 a.u. Its molar mass is 99.1 Da. For the energy relative to the best compared isomer or geometry (same formula, charge and spin), the calculation gives 65.0 kcal/mol.

```
! wB97M-V def2-TZVPD RIJCOSX def2/J DEFGRID3
* xyz 0 1
N 1.06 1.02 -2.37
C 0.37 0.54 -1.32
C -0.26 0.09 -0.40
C -0.79 -0.68 0.73
O -1.79 -0.02 1.49
C 0.40 -0.98 1.64
O 0.96 -2.05 1.70
H 1.74 1.75 -2.18
H 0.54 1.17 -3.22
H -1.20 -1.63 0.39
H -1.75 0.92 1.28
H 0.72 -0.11 2.26
*
```

Record 15
ORCA calculation (ωB97M-V/def2-TZVPD) on a 2-piece molecular cluster, C4H5NO2S overall.

The value obtained for the HOMO energy is -8.86 eV. For the calculated total energy, the calculation gives -758.74353 a.u. Its molar mass is 131.2 Da. For the energy relative to the best compared isomer or geometry (same formula, charge and spin), the calculation gives 85.7 kcal/mol.

```
! wB97M-V def2-TZVPD RIJCOSX def2/J DEFGRID3
* xyz 0 1
C -0.58 0.29 -1.28
C 0.03 1.32 -0.58
C 2.14 -0.60 -0.53
C -0.82 0.12 1.91
N -0.12 -0.72 -1.87
O 1.67 -0.93 0.47
O 2.74 -0.24 -1.45
S -0.04 1.59 1.07
H -1.48 0.88 -1.57
H -0.18 -0.72 1.89
H -1.69 -0.05 1.37
H -0.92 0.41 3.02
H -0.76 -1.35 -2.44
*
```

Record 16
ORCA calculation (ωB97M-V/def2-TZVPD) on one molecule with the formula C4H5NO2S.

The value obtained for the HOMO energy is -9.24 eV. For the calculated total energy, the calculation gives -758.61817 a.u. Its molar mass is 131.2 Da. For the energy relative to the best compared isomer or geometry (same formula, charge and spin), the calculation gives 164.4 kcal/mol.

```
! wB97M-V def2-TZVPD RIJCOSX def2/J DEFGRID3
* xyz 0 1
C 1.12 0.86 0.22
C -0.04 1.23 0.88
C -0.28 -1.25 -0.80
C 1.65 -0.39 -0.15
N 1.85 0.79 -0.86
O -2.17 -0.47 0.86
O -1.79 0.82 -1.23
S -1.27 0.01 -0.13
H -0.20 1.06 2.05
H -0.42 2.16 0.60
H -0.55 -1.58 -1.72
H -0.21 -2.09 0.01
H 2.32 -1.16 0.27
*
```

Record 17
ORCA calculation (ωB97M-V/def2-TZVPD) on one molecule with the formula C4H5NO2S.

The value obtained for the HOMO energy is -9.00 eV. For the calculated total energy, the calculation gives -758.75972 a.u. Its molar mass is 131.2 Da. For the energy relative to the best compared isomer or geometry (same formula, charge and spin), the calculation gives 75.5 kcal/mol.

```
! wB97M-V def2-TZVPD RIJCOSX def2/J DEFGRID3
* xyz 0 1
O 3.72 -1.18 0.01
C 2.58 -0.71 -0.06
C 2.23 0.77 -0.08
C 1.03 1.31 0.06
O -0.16 0.55 0.10
C -1.38 1.17 0.00
N -2.50 0.57 -0.12
S -2.39 -1.11 0.01
H 1.72 -1.35 0.08
H 3.07 1.53 -0.16
H 0.83 2.35 0.33
H -1.37 2.26 -0.15
H -3.70 -1.20 0.07
*
```

Record 18
ORCA calculation (ωB97M-V/def2-TZVPD) on one molecule with the formula C4H5NO2S.

The value obtained for the HOMO energy (spin up / spin down) is -7.82 / -7.86 eV. For the calculated total energy, the calculation gives -758.70979 a.u. Its molar mass is 131.2 Da. For the energy relative to the best compared isomer or geometry (same formula, charge and spin), the calculation gives 106.9 kcal/mol.

```
! wB97M-V def2-TZVPD RIJCOSX def2/J DEFGRID3
* xyz 0 1
C 2.10 -0.26 -0.77
C -0.50 0.86 0.00
C -1.65 -0.15 0.15
C 1.30 -0.37 0.40
N 2.80 -0.25 -1.70
O -0.78 1.93 -0.74
O 0.99 -1.62 0.85
S 0.70 0.93 1.33
H -2.27 0.06 1.02
H -1.27 -1.30 0.33
H -2.24 -0.19 -0.82
H -0.55 2.67 -0.30
H 1.36 -2.31 0.25
*
```

Record 19
ORCA calculation (ωB97M-V/def2-TZVPD) on C4H5NO2S as an isolated structure.

The value obtained for the HOMO energy is -9.82 eV. For the calculated total energy, the calculation gives -758.75119 a.u. Its molar mass is 131.2 Da. For the energy relative to the best compared isomer or geometry (same formula, charge and spin), the calculation gives 80.9 kcal/mol.

```
! wB97M-V def2-TZVPD RIJCOSX def2/J DEFGRID3
* xyz 0 1
C -0.74 -1.17 -0.42
C -2.15 -1.07 -0.02
C -0.18 0.03 -0.13
C 1.25 0.50 -0.36
N -2.57 0.12 0.36
O 1.45 1.72 -0.76
O 1.84 0.36 1.44
S -1.36 1.24 0.32
H -0.41 -2.21 -0.86
H -2.86 -1.85 -0.10
H 1.83 -0.19 -1.00
H 1.10 2.30 -0.11
H 2.79 0.23 1.63
*
```

Record 20
ORCA calculation (ωB97M-V/def2-TZVPD) on C4H5NO3 as an isolated structure.

The value obtained for the HOMO energy is -7.93 eV. For the calculated total energy, the calculation gives -435.68965 a.u. Its molar mass is 115.1 Da. For the energy relative to the best compared isomer or geometry (same formula, charge and spin), the calculation gives 144.9 kcal/mol.

```
! wB97M-V def2-TZVPD RIJCOSX def2/J DEFGRID3
* xyz 0 1
C 0.37 -0.84 -0.37
C -0.32 1.35 -0.59
C -0.87 0.95 0.52
C -0.53 -0.46 0.70
H 2.15 -1.60 0.74
H 1.94 -2.75 -1.00
H -0.51 1.88 -2.35
H -1.48 1.72 1.15
H -1.57 -0.45 2.30
N 1.78 -1.54 -0.49
O 0.44 0.32 -1.15
O -0.64 2.42 -1.34
O -0.76 -0.99 1.90
*
```